Molecular formula: C2H3OPS
Method: DFT, ωB97M-V with the def2-TZVPD basis set

Properties
2S+1 ... 1
Molecular weight ... 106.086 u
Orbital gap ... 9.11 eV
Energy above the lowest of the compared OMol25 structures with the same formula, charge and spin ... 3.6 kcal per mole
Energy ... -24293.1794 eV
Lowest unoccupied orbital energy ... 0.0 eV
Strongest force on any atom ... 0.0437 hartree/bohr
E_HOMO ... -9.12 eV
SMILES ... CP1SC1=O

Last column: Mulliken charge in e.
CARTESIAN COORDINATES (ANGSTROEM)
1 S 3.1214 1.0509 0.4246  -0.182
2 P 1.7167 0.2464 -1.0685  0.084
3 O 3.5347 -1.6202 0.2920  -0.472
4 C 2.9728 -0.5996 -0.0101  0.533
5 C 0.1098 0.0150 -0.1762  -0.946
6 H -0.6214 0.5180 -0.7196  0.328
7 H -0.1315 0.4557 0.7945  0.352
8 H -0.0937 -1.0437 -0.2110  0.304